(1)
{"formula": "C34H34Cl2FeN13O2SbSe4", "method": "ωB97M-V/def2-TZVPD", "total_charge": -2, "multiplicity": 5, "s2": 6.0138, "homo_ev": [-1.285, -1.279], "elements": ["Fe", "N", "C", "N", "C", "N", "C", "C", "N", "C", "C", "N", "H", "H", "H", "H", "H", "C", "N", "C", "C", "C", "C", "C", "C", "C", "C", "H", "H", "H", "H", "H", "H", "H", "H", "H", "H", "H", "H", "H", "Cl", "C", "Cl", "C", "O", "O", "H", "C", "C", "N", "C", "C", "N", "C", "N", "N", "N", "C", "C", "C", "C", "C", "C", "H", "H", "H", "H", "H", "H", "H", "H", "H", "H", "H", "N", "C", "C", "C", "C", "C", "N", "C", "H", "H", "H", "H", "Se", "Sb", "Se", "Se", "Se"], "coordinates": [[0.689, 0.734, -0.593], [-0.234, 4.682, -1.094], [0.653, 3.914, -0.465], [0.036, 2.916, 0.145], [-1.260, 3.124, -0.200], [-1.476, 4.176, -0.955], [-2.236, 2.067, 0.075], [-3.611, 2.264, 0.171], [-4.447, 1.260, 0.405], [-3.898, 0.053, 0.538], [-2.532, -0.159, 0.425], [-1.702, 0.852, 0.191], [0.013, 5.296, -1.885], [1.718, 4.056, -0.550], [-4.028, 3.256, 0.048], [-4.569, -0.776, 0.732], [-2.083, -1.144, 0.493], [4.309, -1.655, -1.323], [4.670, -0.556, -2.249], [4.395, -0.924, -3.665], [3.907, 0.713, -1.936], [3.939, 1.114, -0.496], [5.171, 1.454, 0.071], [5.248, 1.914, 1.375], [4.064, 2.080, 2.083], [2.850, 1.750, 1.494], [2.718, 1.223, 0.195], [4.778, -2.577, -1.663], [3.224, -1.751, -1.340], [4.636, -1.396, -0.319], [5.663, -0.354, -2.147], [3.342, -1.192, -3.729], [5.025, -1.767, -3.946], [4.562, -0.047, -4.294], [2.885, 0.517, -2.252], [4.300, 1.475, -2.617], [6.082, 1.393, -0.525], [6.203, 2.178, 1.815], [4.090, 2.484, 3.091], [1.949, 1.923, 2.079], [1.971, -4.484, -0.327], [0.730, -3.816, -1.441], [1.397, -3.632, -3.070], [0.167, -2.496, -0.830], [-0.817, -2.697, -0.104], [0.776, -1.449, -1.126], [-0.055, -4.560, -1.489], [-0.879, 1.061, 3.131], [0.062, -0.047, 2.808], [0.612, -0.298, 1.650], [1.450, -1.370, 1.832], [1.374, -1.808, 3.111], [0.467, -0.967, 3.737], [-0.081, -1.179, 5.042], [-1.517, -1.357, 4.948], [-2.327, -0.853, 5.899], [-3.544, -1.132, 5.617], [-3.562, -1.839, 4.434], [-4.635, -2.331, 3.682], [-4.333, -2.943, 2.489], [-3.002, -3.055, 2.029], [-1.935, -2.584, 2.755], [-2.250, -1.989, 3.985], [-0.677, 1.891, 2.455], [-0.746, 1.401, 4.159], [-1.921, 0.754, 3.009], [2.048, -1.749, 1.024], [1.840, -2.628, 3.630], [0.082, -0.357, 5.738], [0.389, -2.082, 5.435], [-5.654, -2.206, 4.024], [-5.132, -3.322, 1.865], [-2.813, -3.491, 1.056], [-0.928, -2.623, 2.360], [-5.400, 2.938, -3.910], [-4.763, 2.005, -3.697], [-4.021, 0.816, -3.378], [-4.663, -0.419, -3.416], [-3.944, -1.545, -3.071], [-2.623, -1.385, -2.668], [-2.007, -0.211, -2.628], [-2.677, 0.872, -3.003], [-5.703, -0.478, -3.710], [-4.395, -2.528, -3.091], [-2.039, -2.241, -2.345], [-2.115, 1.804, -3.005], [1.705, 5.547, -3.719], [1.786, 3.255, -4.647], [0.755, 1.793, -2.795], [0.368, 2.853, -6.576], [4.133, 2.595, -5.035]], "lowdin_charge": [0.4506, 0.0118, -0.2329, 0.0503, -0.3847, 0.1432, -0.2112, -0.0725, 0.0900, -0.1146, -0.1137, 0.1137, 0.0054, 0.1215, 0.1158, 0.0930, 0.0728, -0.0130, -0.1765, -0.0166, -0.1810, -0.2713, -0.0789, -0.1267, -0.1218, -0.1526, -0.1306, 0.0939, 0.0675, 0.0984, 0.1664, 0.0968, 0.0938, 0.0090, 0.0070, 0.0300, 0.1008, 0.0833, 0.0836, 0.0671, 0.5559, -0.9834, 0.5949, -0.7943, -0.0415, -0.1134, 0.0485, 0.0141, -0.3406, 0.0995, -0.1221, -0.0541, -0.0385, -0.0751, -0.0658, 0.0400, 0.0582, -0.2411, -0.0253, -0.0987, -0.0837, 0.0022, -0.1582, 0.0657, 0.0830, 0.0798, 0.0849, 0.1135, 0.1318, 0.1340, 0.1073, 0.1005, 0.1016, 0.0943, 0.1480, -0.1821, -0.2032, -0.0340, -0.0603, -0.1248, 0.0972, -0.0962, 0.1134, 0.0964, 0.0982, 0.0757, -0.2615, -0.3444, 0.1310, -0.3516, -0.2426]}

(2)
{"formula": "C5H12O2", "method": "ωB97M-V/def2-TZVPD", "multiplicity": 1, "homo_ev": -8.964, "smiles": "CC/C=C\\O.CO", "elements": ["C", "C", "C", "C", "O", "H", "H", "H", "H", "H", "H", "H", "H", "C", "O", "H", "H", "H", "H"], "coordinates": [[2.135, 0.058, 0.953], [0.889, 0.773, 1.481], [0.063, 1.409, 0.398], [-1.196, 1.100, 0.112], [-1.852, 0.068, 0.752], [1.850, -0.798, 0.332], [2.749, 0.732, 0.343], [2.756, -0.296, 1.783], [0.268, 0.070, 2.048], [1.192, 1.559, 2.187], [0.529, 2.184, -0.207], [-1.761, 1.602, -0.672], [-2.791, 0.105, 0.540], [-0.832, -1.434, -1.992], [-0.206, -1.782, -0.781], [-1.728, -2.042, -2.192], [-1.118, -0.373, -2.026], [-0.117, -1.609, -2.801], [-0.741, -1.404, -0.066]], "lowdin_charge": [-0.1058, -0.2504, -0.1103, -0.2248, -0.0288, 0.0595, 0.0717, 0.0698, 0.1055, 0.1075, 0.1104, 0.1165, 0.1103, -0.1703, -0.1268, 0.0784, 0.0612, 0.0808, 0.0455]}

(3)
{"formula": "C29H58Br2FNO9P", "method": "ωB97M-V/def2-TZVPD", "total_charge": -1, "multiplicity": 1, "homo_ev": -4.719, "elements": ["C", "C", "C", "P", "C", "O", "C", "C", "C", "C", "C", "C", "C", "C", "C", "C", "C", "C", "O", "F", "O", "N", "O", "C", "Br", "C", "C", "Br", "H", "H", "H", "H", "H", "H", "H", "H", "H", "H", "H", "H", "H", "H", "H", "H", "H", "H", "H", "H", "H", "H", "H", "H", "H", "H", "H", "H", "C", "C", "O", "H", "H", "H", "H", "H", "H", "C", "C", "O", "H", "H", "H", "H", "H", "H", "C", "C", "O", "H", "H", "H", "H", "H", "H", "C", "C", "O", "H", "H", "H", "H", "H", "H", "C", "C", "O", "H", "H", "H", "H", "H", "H"], "coordinates": [[-1.489, 4.052, 0.361], [-1.056, 3.211, -0.607], [0.353, 3.194, -1.131], [1.290, 1.541, -0.705], [2.203, -0.097, -0.215], [1.549, -0.921, 0.751], [2.159, -1.077, 1.951], [2.833, -0.064, 2.624], [3.418, -0.297, 3.864], [4.189, 0.785, 4.581], [3.300, -1.548, 4.465], [2.606, -2.563, 3.807], [2.038, -2.340, 2.559], [1.251, -3.426, 1.851], [-0.223, -3.388, 2.311], [1.880, -4.812, 2.083], [0.360, 0.723, -2.208], [-0.156, -0.646, -2.034], [0.317, -1.659, -2.446], [-1.315, -0.706, -1.377], [-0.046, 1.051, 0.454], [0.109, 1.490, 1.695], [-0.658, 0.966, 2.441], [2.917, 1.991, -1.708], [3.024, 3.767, -2.575], [3.417, 0.894, -2.678], [3.725, 1.250, -4.124], [5.126, 0.136, -1.987], [-1.315, 5.112, 0.321], [-2.072, 3.631, 1.177], [-1.730, 2.497, -1.082], [0.814, 4.043, -0.635], [0.230, 3.326, -2.211], [1.881, 2.240, 0.408], [3.187, 0.222, 0.124], [2.389, -0.757, -1.061], [2.917, 0.911, 2.163], [4.214, 0.584, 5.647], [5.226, 0.749, 4.243], [3.798, 1.773, 4.358], [3.718, -1.751, 5.441], [2.510, -3.514, 4.308], [1.236, -3.238, 0.783], [-0.541, -2.391, 2.589], [-0.359, -4.092, 3.131], [-0.846, -3.770, 1.502], [1.530, -5.231, 3.023], [1.682, -5.483, 1.251], [2.959, -4.690, 2.146], [-0.560, 1.275, -2.404], [0.889, 0.741, -3.156], [3.694, 2.093, -0.965], [2.756, 0.041, -2.755], [3.939, 0.286, -4.587], [2.848, 1.640, -4.634], [4.614, 1.853, -4.256], [-3.898, -2.408, 0.343], [-5.181, -3.041, -0.158], [-6.270, -2.798, 0.737], [-3.646, -2.794, 1.331], [-3.065, -2.605, -0.333], [-4.019, -1.328, 0.436], [-5.074, -4.123, -0.235], [-5.441, -2.653, -1.149], [-6.382, -1.845, 0.801], [-4.900, -0.896, -3.950], [-3.488, -0.375, -3.746], [-3.489, 0.969, -3.272], [-5.438, -0.265, -4.659], [-4.891, -1.920, -4.327], [-5.457, -0.877, -3.010], [-2.942, -0.375, -4.689], [-2.945, -1.003, -3.036], [-3.952, 0.986, -2.429], [-4.467, 0.333, 4.096], [-3.397, -0.438, 3.341], [-3.342, -1.794, 3.791], [-4.261, 0.315, 5.167], [-4.509, 1.372, 3.763], [-5.452, -0.121, 3.946], [-2.421, 0.003, 3.505], [-3.597, -0.425, 2.268], [-4.205, -2.189, 3.633], [-0.138, -3.778, -5.022], [1.299, -3.304, -5.153], [1.404, -1.903, -4.950], [-0.774, -3.261, -5.743], [-0.215, -4.854, -5.193], [-0.523, -3.555, -4.025], [1.681, -3.509, -6.154], [1.937, -3.822, -4.429], [1.078, -1.715, -4.056], [2.205, 7.350, 2.351], [2.036, 6.050, 1.584], [0.877, 6.073, 0.760], [1.328, 7.540, 2.971], [3.088, 7.317, 2.992], [2.308, 8.194, 1.663], [1.914, 5.213, 2.269], [2.917, 5.857, 0.961], [0.972, 6.797, 0.134]], "lowdin_charge": [-0.0308, -0.2410, -0.3444, 0.6987, -0.2544, -0.0840, -0.2246, 0.0245, -0.2739, -0.0559, -0.0600, -0.0338, -0.1339, -0.3494, -0.0408, -0.0764, -0.1301, -0.5135, 0.1059, 0.1039, -0.2892, -0.1162, -0.0169, -0.7502, 0.6798, -0.7836, -0.2405, 0.6786, 0.0285, 0.0376, 0.0810, 0.0379, 0.0517, 0.0325, 0.0553, 0.0734, 0.1079, 0.0664, 0.0769, 0.0732, 0.0982, 0.1055, 0.1240, 0.0772, 0.0707, 0.0706, 0.0646, 0.0710, 0.0738, 0.0806, 0.0977, 0.0006, 0.0406, 0.0636, 0.0661, 0.0487, -0.0817, -0.3089, -0.0891, 0.0669, 0.0738, 0.0643, 0.1113, 0.0933, 0.0738, -0.0909, -0.3185, -0.0799, 0.0724, 0.0736, 0.0593, 0.1151, 0.0908, 0.0791, -0.0879, -0.3112, -0.0920, 0.0721, 0.0722, 0.0659, 0.0846, 0.0839, 0.0689, -0.0950, -0.3254, -0.1028, 0.0707, 0.0674, 0.0593, 0.1040, 0.1097, 0.0202, -0.0986, -0.3134, -0.1003, 0.0723, 0.0694, 0.0676, 0.1156, 0.1084, 0.0857]}

(4)
{"formula": "C3H10S", "method": "ωB97M-V/def2-TZVPD", "multiplicity": 1, "homo_ev": -8.505, "smiles": "CSC.C", "elements": ["C", "S", "C", "H", "H", "H", "H", "H", "H", "C", "H", "H", "H", "H"], "coordinates": [[1.508, 3.326, 0.161], [0.900, 3.128, -1.509], [-0.828, 2.818, -1.206], [1.946, 4.286, 0.490], [2.304, 2.623, 0.407], [0.805, 3.265, 1.004], [-1.459, 3.685, -1.413], [-1.214, 1.967, -1.763], [-0.949, 2.666, -0.135], [-0.602, -5.579, 0.780], [0.212, -5.010, 0.348], [-0.900, -4.937, 1.618], [-0.236, -6.564, 1.056], [-1.488, -5.673, 0.162]], "lowdin_charge": [-0.4731, 0.7486, -0.4528, 0.0353, 0.0223, 0.0380, 0.0291, 0.0295, 0.0231, -0.0528, 0.0098, 0.0169, 0.0137, 0.0123]}

(5)
{"formula": "C41H35ClLaN2Si2", "method": "ωB97M-V/def2-TZVPD", "total_charge": 1, "multiplicity": 1, "homo_ev": [-9.017, -9.389], "elements": ["C", "C", "C", "H", "C", "C", "H", "H", "H", "H", "La", "Si", "C", "C", "H", "C", "H", "C", "H", "C", "H", "C", "H", "C", "C", "H", "C", "H", "C", "H", "C", "H", "C", "H", "H", "Si", "C", "C", "H", "C", "H", "C", "H", "C", "H", "C", "H", "C", "C", "H", "C", "H", "C", "H", "C", "H", "C", "H", "H", "Cl", "C", "C", "N", "C", "C", "C", "C", "C", "C", "C", "C", "C", "N", "C", "H", "H", "H", "H", "H", "H", "H", "H"], "coordinates": [[-0.936, 0.199, 1.989], [0.234, 0.996, 2.151], [-0.112, 2.341, 1.801], [1.182, 0.675, 2.581], [-1.481, 2.358, 1.408], [-1.986, 1.026, 1.518], [-3.026, 0.728, 1.398], [-1.041, -0.839, 2.315], [0.521, 3.221, 1.927], [-2.079, 3.243, 1.196], [0.046, 0.953, -0.726], [2.817, 5.522, -1.826], [4.509, 5.426, -2.694], [4.587, 5.379, -4.111], [3.673, 5.436, -4.721], [5.839, 5.338, -4.731], [5.892, 5.362, -5.829], [7.011, 5.231, -3.972], [7.976, 5.130, -4.464], [6.919, 5.255, -2.570], [7.831, 5.202, -1.956], [5.678, 5.333, -1.951], [5.592, 5.296, -0.854], [2.157, 6.962, -2.919], [3.044, 8.039, -3.133], [3.905, 8.159, -2.460], [2.914, 8.903, -4.216], [3.669, 9.674, -4.396], [1.808, 8.765, -5.082], [1.728, 9.398, -5.961], [0.813, 7.835, -4.752], [-0.106, 7.790, -5.351], [0.970, 6.964, -3.669], [0.167, 6.253, -3.417], [2.981, 5.916, -0.389], [3.668, 2.728, -4.484], [2.191, 3.200, -3.435], [2.282, 3.733, -2.016], [3.033, 3.245, -1.378], [1.018, 4.144, -1.399], [0.963, 4.942, -0.642], [-0.183, 3.620, -1.882], [-1.093, 3.836, -1.307], [-0.206, 2.906, -3.091], [-1.107, 2.362, -3.372], [0.930, 2.910, -3.929], [0.817, 2.599, -4.970], [4.698, 1.793, -3.248], [4.114, 1.113, -2.150], [3.079, 0.768, -2.244], [4.838, 0.928, -0.975], [4.331, 0.582, -0.054], [6.216, 1.194, -0.989], [6.807, 1.045, -0.093], [6.846, 1.636, -2.173], [7.926, 1.806, -2.186], [6.101, 1.888, -3.322], [6.578, 2.215, -4.252], [3.291, 1.823, -5.448], [1.010, -0.244, -2.850], [-4.287, -1.199, -1.890], [-3.281, -0.295, -1.497], [-2.050, -0.700, -1.087], [-1.843, -2.034, -0.887], [-2.858, -3.003, -1.173], [-4.079, -2.558, -1.714], [-2.601, -4.386, -0.914], [-1.400, -4.804, -0.407], [-0.355, -3.879, -0.100], [0.895, -4.291, 0.400], [1.846, -3.332, 0.713], [1.548, -1.979, 0.528], [0.379, -1.566, -0.020], [-0.574, -2.490, -0.330], [-5.212, -0.815, -2.308], [-3.454, 0.782, -1.511], [-4.832, -3.303, -1.974], [-3.392, -5.104, -1.150], [-1.206, -5.867, -0.242], [1.074, -5.356, 0.517], [2.820, -3.611, 1.113], [2.241, -1.192, 0.819]], "lowdin_charge": [-0.2163, -0.2431, -0.2505, 0.0979, -0.2207, -0.2004, 0.1014, 0.1091, 0.0991, 0.0994, 1.7411, 0.7462, -0.2983, -0.1803, 0.0931, -0.0999, 0.1156, -0.0801, 0.1074, -0.0820, 0.1132, -0.1072, 0.1066, -0.2560, -0.1149, 0.1134, -0.0711, 0.1105, -0.0708, 0.1032, -0.0871, 0.1070, -0.0968, 0.0998, 0.0466, 0.8943, -0.2945, -0.3304, 0.1153, -0.2194, 0.0935, -0.2395, 0.1100, -0.2040, 0.0998, -0.1496, 0.1150, -0.3128, -0.1474, -0.0166, -0.0923, 0.0984, -0.0771, 0.0992, -0.0809, 0.1094, -0.1059, 0.1047, -0.0594, -0.0863, -0.0230, -0.0970, -0.0116, -0.1354, -0.1335, 0.0171, -0.0053, -0.0040, -0.1340, 0.0231, -0.0196, -0.1009, -0.0561, -0.1505, 0.1159, 0.1165, 0.1308, 0.1267, 0.1268, 0.1285, 0.1197, 0.1075]}

(6)
{"formula": "C24H26N2O4S", "method": "ωB97M-V/def2-TZVPD", "multiplicity": 1, "homo_ev": -7.174, "elements": ["C", "O", "C", "C", "C", "C", "C", "C", "H", "H", "N", "C", "C", "N", "C", "O", "C", "C", "C", "C", "C", "H", "H", "S", "O", "C", "C", "C", "C", "C", "C", "H", "C", "H", "H", "H", "H", "H", "H", "O", "H", "H", "C", "C", "H", "H", "H", "H", "H", "H", "H", "H", "H", "H", "H", "H", "H"], "coordinates": [[-1.419, -5.581, 6.021], [-0.937, -4.265, 5.935], [-1.457, -3.450, 4.965], [-0.963, -2.146, 4.928], [-1.417, -1.244, 3.994], [-2.378, -1.602, 3.039], [-2.868, -2.907, 3.092], [-2.422, -3.815, 4.039], [-2.839, -4.810, 4.031], [-3.612, -3.248, 2.390], [-2.858, -0.642, 2.149], [-1.922, 0.225, 1.466], [-1.422, -0.412, 0.156], [-2.547, -0.743, -0.690], [-2.904, -0.132, -1.845], [-4.011, -0.273, -2.345], [-1.893, 0.710, -2.516], [-2.091, 1.845, -3.256], [-0.814, 2.268, -3.685], [0.073, 1.344, -3.209], [1.543, 1.273, -3.233], [1.972, 2.162, -3.687], [1.919, 0.373, -3.716], [2.096, 1.118, -1.421], [1.198, 1.974, -0.646], [3.613, 2.080, -1.687], [3.648, 3.409, -1.316], [4.809, 4.134, -1.527], [5.912, 3.523, -2.094], [5.884, 2.178, -2.458], [4.716, 1.459, -2.245], [4.663, 0.413, -2.511], [7.088, 1.535, -3.074], [7.228, 1.901, -4.091], [6.977, 0.455, -3.110], [7.984, 1.779, -2.507], [6.816, 4.092, -2.255], [4.852, 5.176, -1.246], [2.771, 3.850, -0.867], [-0.575, 0.398, -2.501], [-0.584, 3.133, -4.273], [-3.033, 2.317, -3.445], [-3.513, -1.598, -0.029], [-3.973, -0.941, 1.280], [-4.460, 0.010, 1.035], [-4.698, -1.566, 1.799], [-3.035, -2.561, 0.180], [-4.354, -1.741, -0.708], [-0.743, 0.280, -0.333], [-0.879, -1.336, 0.391], [-1.063, 0.444, 2.095], [-2.432, 1.165, 1.233], [-1.033, -0.237, 4.021], [-0.222, -1.857, 5.657], [-0.884, -6.038, 6.853], [-1.214, -6.148, 5.106], [-2.494, -5.605, 6.228]], "lowdin_charge": [-0.1009, -0.0940, -0.2869, -0.0039, -0.0162, -0.2345, -0.0256, -0.0256, 0.1019, 0.0977, -0.1066, -0.1255, -0.1011, -0.0368, -0.3891, 0.0667, -0.1634, 0.0267, 0.0072, -0.3422, -0.1906, 0.1060, 0.0973, 0.9818, -0.5003, -0.3866, -0.0757, -0.0638, -0.0435, -0.2728, -0.0564, 0.1140, -0.0481, 0.0855, 0.0756, 0.0818, 0.1137, 0.1070, 0.1070, 0.0513, 0.1137, 0.1203, -0.1095, -0.1384, 0.1319, 0.1184, 0.1258, 0.1226, 0.0963, 0.1400, 0.1114, 0.1335, 0.1069, 0.1176, 0.0909, 0.0937, 0.0940]}